(1)
Formula: C30H86N16O15
Source: OMol25
Level of theory: ωB97M-V with the def2-TZVPD basis set

Its HOMO-LUMO gap is 8.33 eV. Its SMILES is COCCNCCOC.COCCNCCOC.COCCNCCOC.COCCNCCOC.NC(N)=O.NC(N)=O.NC(N)=O.NC(N)=O.NC(N)=O.NC(N)=O.O. As for the total charge: 0. The total energy comes out at -3199.3909 a.u.

Last column: Löwdin charge in e.
Atoms and positions in Å:
C: 1.6968 5.8730 -10.4673  -0.11
O: 1.5576 6.1421 -9.0963  -0.21
C: 0.6507 5.3845 -8.3258  -0.21
C: 1.3719 4.1192 -7.8102  -0.20
N: 0.7093 3.5368 -6.6367  -0.06
C: 1.6411 2.8196 -5.8055  -0.23
C: 0.9619 1.8001 -4.8862  -0.19
O: 0.4699 2.5519 -3.7641  -0.20
C: -0.5421 1.9087 -3.0427  -0.12
H: 2.5928 6.3758 -10.8232  0.09
H: 0.7968 6.2380 -10.9728  0.09
H: 1.8341 4.8137 -10.7124  0.08
H: -0.1408 5.1191 -9.0353  0.12
H: 0.3194 5.9620 -7.4641  0.12
H: 2.3784 4.4646 -7.5595  0.12
H: 1.3688 3.4073 -8.6357  0.11
H: 0.1755 4.1715 -6.0588  0.11
H: 2.2574 3.4381 -5.1318  0.12
H: 2.4362 2.3735 -6.4086  0.12
H: 1.5680 0.9768 -4.5058  0.10
H: 0.0965 1.3870 -5.4165  0.11
H: -0.1739 1.0358 -2.4962  0.07
H: -1.2533 1.5029 -3.7800  0.07
H: -1.1154 2.6169 -2.4493  0.08
C: -2.0287 1.8960 0.3658  -0.10
O: -2.8115 2.9425 0.8917  -0.20
C: -2.3508 3.4442 2.1356  -0.22
C: -2.6731 4.9173 2.3270  -0.23
N: -4.0614 5.2257 2.5597  -0.06
C: -4.8532 5.1164 1.3231  -0.22
C: -6.0283 6.1097 1.3304  -0.22
O: -6.7594 6.1574 0.1208  -0.19
C: -7.3456 4.9564 -0.3243  -0.12
H: -2.3001 1.6129 -0.6501  0.07
H: -2.2496 1.0204 0.9942  0.08
H: -0.9719 2.1677 0.4451  0.09
H: -1.2552 3.4660 2.2112  0.11
H: -2.7005 2.8194 2.9587  0.11
H: -2.2357 5.5355 1.5294  0.12
H: -2.0828 5.1878 3.2096  0.12
H: -4.2311 6.1095 3.0179  0.10
H: -5.0190 4.0580 1.1237  0.10
H: -4.2354 5.4246 0.4652  0.12
H: -5.5913 7.1084 1.3488  0.12
H: -6.5932 5.9407 2.2541  0.12
H: -7.9147 4.3750 0.4092  0.09
H: -6.5558 4.3457 -0.7694  0.08
H: -8.0975 5.2160 -1.0706  0.08
C: 7.9889 -2.2389 -2.4087  -0.09
O: 7.2238 -3.2868 -1.7983  -0.18
C: 5.8428 -3.1578 -1.9533  -0.25
C: 5.0986 -4.3925 -1.4104  -0.20
N: 3.7397 -4.4882 -1.9001  -0.06
C: 2.7850 -3.6062 -1.2573  -0.21
C: 1.3596 -4.0527 -1.5274  -0.23
O: 1.1424 -4.1249 -2.9080  -0.20
C: -0.1548 -4.4898 -3.3153  -0.08
H: 9.0219 -2.4557 -2.1534  0.09
H: 7.6272 -1.2550 -2.1090  0.07
H: 7.8949 -2.3464 -3.4932  0.09
H: 5.4434 -3.0098 -2.9662  0.13
H: 5.4454 -2.2905 -1.4060  0.10
H: 5.1865 -4.5026 -0.3285  0.12
H: 5.6125 -5.2963 -1.7582  0.12
H: 3.6785 -4.3724 -2.9017  0.11
H: 2.9347 -2.5738 -1.6111  0.10
H: 2.9425 -3.5141 -0.1803  0.13
H: 0.7108 -3.3025 -1.0499  0.09
H: 1.1075 -4.9282 -0.9150  0.12
H: -0.8558 -3.9131 -2.6993  0.07
H: -0.3581 -5.5497 -3.1355  0.09
H: -0.4157 -4.2595 -4.3461  0.09
C: -1.2610 -4.7015 1.5896  -0.13
O: -1.7784 -4.3044 2.8242  -0.22
C: -2.1722 -5.4132 3.6332  -0.17
C: -2.8771 -4.9405 4.9253  -0.21
N: -2.0844 -5.0840 6.1300  -0.07
C: -2.9518 -5.1510 7.3023  -0.22
C: -2.1418 -5.3999 8.5596  -0.24
O: -2.8927 -5.2143 9.7417  -0.19
C: -2.0748 -5.2996 10.8965  -0.12
H: -1.9737 -4.9966 0.8097  0.09
H: -0.5945 -5.5733 1.6542  0.09
H: -0.5997 -3.9223 1.2057  0.07
H: -1.3124 -6.0250 3.9189  0.12
H: -2.8815 -5.9767 3.0221  0.12
H: -3.8270 -5.4874 5.0249  0.11
H: -3.1807 -3.8997 4.7839  0.11
H: -1.5544 -5.9468 6.0550  0.10
H: -3.7446 -5.8918 7.1473  0.12
H: -3.4223 -4.1694 7.4239  0.13
H: -1.2216 -4.8126 8.6024  0.13
H: -1.9109 -6.4751 8.4890  0.12
H: -1.4825 -4.3799 10.9061  0.09
H: -1.5067 -6.2127 11.0812  0.09
H: -2.7790 -5.2088 11.7264  0.09
N: -0.0357 -1.1571 1.0439  0.19
C: 1.0373 -0.6180 0.3883  -0.61
N: 0.8869 -0.6661 -0.9568  0.18
O: 2.0036 -0.1667 1.0171  -0.03
H: 0.0078 -1.1696 2.0544  0.07
H: -0.8983 -1.4392 0.6140  0.07
H: 1.5723 -0.0522 -1.3999  0.06
H: -0.0776 -0.7258 -1.2691  0.05
N: 0.7454 1.7846 3.6324  0.18
C: 0.6223 2.7860 4.5322  -0.69
N: 1.2088 3.9523 4.1465  0.16
O: -0.0437 2.7078 5.5686  -0.01
H: 1.4250 1.8982 2.8964  0.05
H: 0.5697 0.8278 3.9112  0.07
H: 1.0664 4.7641 4.7180  0.10
H: 1.9574 3.9411 3.4758  0.08
N: 4.1097 1.3505 2.4111  0.16
C: 3.8636 2.5940 1.9293  -0.71
N: 2.8216 2.5687 1.0439  0.15
O: 4.5009 3.6075 2.1830  0.02
H: 3.3642 0.6770 2.3085  0.06
H: 4.8708 1.1539 3.0337  0.11
H: 2.6105 3.4808 0.6744  0.11
H: 2.6630 1.7256 0.5084  0.06
N: 5.3324 0.9712 -2.5538  0.16
C: 4.2601 0.5390 -1.8233  -0.64
N: 4.5824 0.1605 -0.5701  0.18
O: 3.1107 0.4969 -2.2693  0.00
H: 5.1685 1.2863 -3.4953  0.11
H: 6.1018 1.4273 -2.0960  0.10
H: 5.5092 0.3337 -0.2344  0.11
H: 3.8050 -0.1845 -0.0182  0.07
N: -2.6458 -0.8283 -3.4537  0.17
C: -2.6201 -1.3543 -2.1832  -0.63
N: -3.8676 -1.4565 -1.6493  0.16
O: -1.5796 -1.7509 -1.6648  -0.01
H: -3.5637 -0.6195 -3.7919  0.10
H: -1.8009 -0.8373 -3.9974  0.11
H: -3.9658 -1.9824 -0.7973  0.11
H: -4.6830 -1.4015 -2.2290  0.10
N: -2.4634 0.5041 4.2440  0.17
C: -1.8751 -0.6748 3.8443  -0.66
N: -2.7025 -1.5979 3.3200  0.18
O: -0.6692 -0.8657 3.9918  -0.01
H: -1.9284 1.0585 4.8974  0.10
H: -3.4612 0.5270 4.1506  0.09
H: -2.2962 -2.4126 2.8742  0.07
H: -3.6431 -1.2908 3.1496  0.10
O: 1.7927 -1.5971 -4.0241  -0.07
H: 1.7261 -2.4992 -3.6663  0.00
H: 2.0369 -1.0544 -3.2623  -0.02

---

(2)
Formula: CH2FNO
Source: OMol25
Level of theory: ωB97M-V with the def2-TZVPD basis set

Its HOMO-LUMO gap is 12.22 eV. For the energy above the lowest of the compared OMol25 structures with the same formula, charge and spin, the calculation gives 68.5 kJ/mol. Its SMILES is N=C=O.F. As for the total charge: 0. The total energy comes out at -269.1612 a.u.

Last column: Löwdin charge in e.
Atoms and positions in Å:
N: -0.4631 0.7705 -0.1353  0.17
C: -1.1722 -0.1747 -0.0572  -0.44
O: -1.6079 -1.2113 -0.0273  0.22
H: -0.0523 1.2600 0.6313  0.10
F: 2.0978 -0.2570 -0.1754  -0.06
H: 1.1977 -0.3875 -0.2360  0.01

---

(3)
Formula: C6H7N
Source: OMol25
Level of theory: ωB97M-V with the def2-TZVPD basis set

Its HOMO-LUMO gap (alpha / beta) is 6.86 / 6.86 eV. For the energy above the lowest of the compared OMol25 structures with the same formula, charge and spin, the calculation gives 622.2 kJ/mol. As for the total charge: 0. The total energy comes out at -287.3502 a.u.

Last column: Löwdin charge in e.
Atoms and positions in Å:
C: -0.2039 -0.4069 1.4923  -0.26
C: 0.9399 0.0990 1.9625  0.14
C: 1.7084 0.5577 0.1402  -0.29
C: 0.4716 0.4124 -0.6638  -0.13
C: -0.5374 -0.2202 0.2093  -0.26
C: -1.8506 -0.6085 -0.4067  -0.02
N: 2.8866 0.8040 -0.0169  0.15
H: -0.9837 -0.9854 2.1774  0.14
H: 0.3469 1.4760 -0.7462  0.14
H: 0.6460 -0.1651 -1.5582  0.13
H: -2.5008 -1.2696 0.1884  0.10
H: -1.7399 -1.0224 -1.3468  0.06
H: -2.3345 0.3240 -0.5116  0.08
H: 3.1515 1.0049 -0.9201  0.02

---

(4)
Formula: C18H62F3N28O16
Source: OMol25
Level of theory: ωB97M-V with the def2-TZVPD basis set

Its HOMO-LUMO gap is 8.92 eV. For the energy above the lowest of the compared OMol25 structures with the same formula, charge and spin, the calculation gives 118.6 kJ/mol. As for the total charge: -1. The total energy comes out at -3760.3548 a.u.

Last column: Löwdin charge in e.
Atoms and positions in Å:
C: 0.1672 -0.5804 0.2887  -0.45
O: -0.9673 -1.3898 0.3260  -0.11
O: 1.2644 -1.3843 0.2917  -0.22
C: 0.0820 0.4521 -0.9082  -0.51
F: 0.7368 1.5874 -0.6386  0.13
F: 0.6331 -0.0467 -2.0575  0.08
F: -1.1735 0.7519 -1.2630  0.13
C: -1.9998 -1.1371 1.2341  -0.25
C: -1.7292 -1.6674 2.6547  -0.06
H: -0.7703 -1.2798 3.0033  0.06
H: -2.5092 -1.2589 3.3061  0.05
H: -1.8513 -2.7396 2.8055  0.08
H: -2.8427 -1.7875 0.9609  0.09
H: -2.5332 -0.1850 1.1664  0.10
H: 0.2522 0.1013 1.1526  0.14
C: -5.3211 1.7410 -0.8407  -0.67
O: -6.0638 1.7769 0.1504  -0.01
N: -4.3623 0.8119 -0.9994  0.17
N: -5.4650 2.5411 -1.9010  0.18
H: -4.5529 0.1193 -1.7163  0.07
H: -4.1817 0.2891 -0.1516  0.06
H: -6.2595 3.1546 -1.9484  0.11
H: -4.8148 2.5726 -2.6646  0.08
C: 4.3000 1.5016 -1.5854  -0.66
O: 3.6867 2.4549 -2.0874  -0.02
N: 5.3750 1.6518 -0.7827  0.16
N: 3.7095 0.2914 -1.5399  0.19
H: 5.7560 0.8861 -0.2544  0.09
H: 6.0272 2.4096 -0.8821  0.10
H: 4.1692 -0.4480 -1.0378  0.07
H: 2.7627 0.1258 -1.8277  0.07
C: -2.1825 3.5089 1.0480  -0.66
O: -3.1755 3.5410 0.3178  0.02
N: -1.2123 4.4432 0.9915  0.18
N: -2.1513 2.7517 2.1922  0.16
H: -0.7072 4.6313 1.8407  0.09
H: -1.2273 5.1855 0.3066  0.09
H: -3.0089 2.2692 2.3969  0.08
H: -1.2858 2.5277 2.6441  0.08
C: -5.3010 -0.4616 2.6370  -0.64
O: -5.3835 -1.0976 1.5962  0.02
N: -5.3692 0.9079 2.7200  0.16
N: -4.9674 -1.0076 3.8674  0.13
H: -5.5106 1.2915 3.6342  0.09
H: -5.6985 1.3726 1.8647  0.06
H: -4.4781 -1.8837 3.7762  0.09
H: -4.7041 -0.3377 4.5620  0.09
C: -2.3122 3.6229 -4.0042  -0.68
O: -2.2401 4.0416 -5.1509  0.01
N: -3.1304 4.0184 -2.9920  0.16
N: -1.5298 2.5498 -3.6164  0.15
H: -3.1144 3.7153 -2.0318  0.07
H: -3.6423 4.8539 -3.2308  0.11
H: -1.4529 2.3309 -2.6356  0.06
H: -0.6491 2.4724 -4.0971  0.09
C: 1.1177 -1.8344 6.0021  -0.70
O: 0.4605 -0.9585 6.5568  0.00
N: 0.5118 -2.7576 5.1956  0.17
N: 2.4720 -1.8651 5.9979  0.16
H: 1.0899 -3.4409 4.7341  0.08
H: -0.4686 -2.7233 5.0013  0.08
H: 2.8871 -1.2066 6.6334  0.11
H: 2.9948 -2.6325 5.6186  0.10
C: 2.6945 4.6317 1.8581  -0.71
O: 2.1383 5.5331 2.5000  -0.01
N: 3.8290 4.8918 1.2001  0.17
N: 2.1715 3.4020 1.7132  0.17
H: 4.3364 5.7442 1.0728  0.11
H: 4.2178 4.1558 0.6270  0.08
H: 2.6736 2.7759 1.1071  0.09
H: 1.3943 3.2523 2.3268  0.09
C: 2.4981 -1.4093 -4.9118  -0.64
O: 2.0617 -2.4124 -4.3733  0.03
N: 3.2538 -1.3709 -6.0361  0.15
N: 2.0578 -0.1308 -4.5651  0.16
H: 3.3013 -0.5179 -6.5629  0.09
H: 3.2629 -2.1734 -6.6446  0.11
H: 1.4507 -0.1053 -3.7728  0.06
H: 2.3400 0.6836 -5.0715  0.09
C: -0.8579 -4.3036 -1.9192  -0.68
O: -1.3298 -4.9952 -2.8315  -0.02
N: 0.4168 -3.8616 -1.9657  0.18
N: -1.5928 -3.8230 -0.8818  0.17
H: 0.7877 -3.2640 -1.2382  0.06
H: 1.0018 -3.9476 -2.7776  0.08
H: -2.5825 -3.9323 -1.0027  0.05
H: -1.1121 -3.1791 -0.2722  0.06
C: 0.6999 5.4790 -2.1931  -0.69
O: 0.0029 6.1680 -1.4457  -0.01
N: 0.4978 5.4515 -3.5432  0.16
N: 1.6362 4.6223 -1.7495  0.18
H: 0.7352 4.6502 -4.0919  0.09
H: -0.0214 6.2451 -3.8748  0.10
H: 1.5442 4.4077 -0.7687  0.08
H: 2.1521 4.0257 -2.3742  0.06
C: -4.8334 -2.6332 -2.1093  -0.67
O: -5.3480 -1.5926 -2.5261  0.01
N: -4.6495 -2.8158 -0.7700  0.14
N: -4.4783 -3.6673 -2.8785  0.19
H: -5.2728 -3.5449 -0.4462  0.11
H: -4.6841 -2.0013 -0.1749  0.04
H: -4.9536 -3.6446 -3.7669  0.12
H: -4.0397 -4.4881 -2.5093  0.09
C: 3.8041 -0.2441 2.9128  -0.71
O: 4.8857 -0.3397 3.4891  0.00
N: 3.7053 -0.4139 1.5758  0.16
N: 2.6524 0.1155 3.5418  0.17
H: 2.8370 -0.5728 1.0629  0.05
H: 4.5819 -0.4827 1.0914  0.08
H: 2.8795 0.3229 4.5017  0.09
H: 1.8169 0.5105 3.1560  0.08
C: 4.5220 -3.5562 -1.3310  -0.69
O: 5.3703 -3.8876 -2.1575  0.01
N: 4.5428 -3.9673 -0.0283  0.16
N: 3.4575 -2.7651 -1.5797  0.17
H: 3.9052 -3.6623 0.6827  0.04
H: 5.1368 -4.7744 0.0794  0.10
H: 2.8030 -2.4200 -0.8927  0.05
H: 3.2889 -2.5533 -2.5558  0.07
C: 1.9676 -4.6303 2.3916  -0.69
O: 2.1731 -5.6411 3.0584  0.01
N: 2.7439 -3.5314 2.3295  0.14
N: 0.7919 -4.3712 1.7580  0.17
H: 2.3781 -2.7163 1.8552  0.06
H: 3.6110 -3.4423 2.8289  0.11
H: 0.0437 -5.0258 1.6236  0.11
H: 0.5460 -3.4010 1.6203  0.06

---

> total charge of number 3 (C6H7N)?

0

---

> What is the total charge in the third record?

0

---

> Which of these has the lowest total charge?

C18H62F3N28O16